15
Properties=species:S:1:pos:R:3 method="wB97M-V/def2-TZVPD" gap_ev=10.24 de_lowest_kcal_mol=24.10 homo_energy_ev=-9.3749 lumo_ev=0.86 max_force_ev_per_a=2.46 smiles="CC(C)C(N)=O"
C 1.7242 -0.2051 0.5530
C 0.3231 0.2105 0.0279
C 0.3312 0.0685 -1.5286
C -0.7617 -0.4910 0.8697
N -2.1116 -0.5338 0.6076
O -0.4355 -0.7307 2.0168
H 1.9489 -1.2534 0.3032
H 1.8380 -0.0837 1.6323
H 2.5032 0.4341 0.1191
H 0.0437 1.1647 0.6320
H -0.5756 0.4077 -2.0390
H 1.1531 0.6397 -1.9862
H 0.4950 -0.9896 -1.8228
H -2.3607 -0.5418 -0.3489
H -2.8457 -0.9370 1.1963



5
Properties=species:S:1:pos:R:3 method="wB97M-V/def2-TZVPD" gap_ev=12.02 de_lowest_kcal_mol=7.27 homo_energy_ev=-11.0152 lumo_ev=1.01 max_force_ev_per_a=4.52 smiles=FCCl
F -0.9483 -0.9704 0.3061
C -0.0139 -0.0833 0.1504
Cl 0.0133 0.7498 -1.5054
H 1.1086 -0.4130 0.2324
H -0.1597 0.7169 0.8165



14
Properties=species:S:1:pos:R:3 method="wB97M-V/def2-TZVPD" gap_ev=11.76 total_charge=+1 de_lowest_kcal_mol=17.82 homo_energy_ev=-15.0832 lumo_ev=-3.32 max_force_ev_per_a=5.64
C -1.2143 -0.8762 1.0759
C -0.1682 -0.0485 1.1263
C -1.5919 0.5199 -0.6185
C 3.2684 -0.6800 -0.7624
N -2.0632 -0.5295 0.0559
N -0.4571 0.9268 -0.1191
O 2.4253 0.1071 -0.7700
O 4.0842 -1.4682 -0.7363
O 0.2750 1.9782 -0.4692
H -1.4303 -1.7143 1.7108
H 0.6925 0.0971 1.7342
H -2.0854 0.9736 -1.4603
H -2.9386 -0.9932 -0.1452
H 1.2035 1.7072 -0.6221



23
Properties=species:S:1:pos:R:3 method="wB97M-V/def2-TZVPD" gap_ev=9.12 total_charge=+1 de_lowest_kcal_mol=45.07 homo_energy_ev=-12.8380 lumo_ev=-3.71 max_force_ev_per_a=5.47
C 1.0871 0.0966 -0.4693
C 3.1477 -0.0213 -0.4059
C -1.5563 0.6203 -0.4335
C -0.7904 0.9087 -1.7192
C -1.0485 -0.6583 0.2239
C 0.9945 -1.5019 1.3417
N 0.6383 0.8408 -1.4329
N 3.6275 0.9528 0.2897
N 0.4111 -0.6321 0.3504
O 2.6453 1.8427 0.7600
O 4.7868 1.2033 0.5450
Cl 3.9333 -1.3255 -1.0784
H -1.4238 1.4546 0.2539
H -2.6180 0.5220 -0.6472
H -1.0331 0.1788 -2.4978
H -1.0281 1.9034 -2.0974
H -1.4760 -0.7575 1.2259
H -1.3313 -1.5418 -0.3565
H 0.4958 -1.3539 2.2996
H 0.8733 -2.5457 1.0441
H 2.0529 -1.2846 1.4531
H 1.2749 1.3806 -2.0007
H 3.1035 2.5658 1.2259



19
Properties=species:S:1:pos:R:3 method="wB97M-V/def2-TZVPD" gap_ev=8.67 total_charge=+1 de_lowest_kcal_mol=102.88 homo_energy_ev=-14.2910 lumo_ev=-5.62 max_force_ev_per_a=3.34
C 1.8359 -0.0856 0.1087
C 1.3387 1.2199 -0.1705
C 0.9946 -1.2611 -0.0620
C -0.3669 -0.8345 -0.7290
C -1.3294 1.0819 0.6372
N 3.1887 -0.3240 0.1035
N -0.5022 0.6301 -0.5286
O 4.0436 0.7079 -0.0741
O 3.6894 -1.4251 0.0801
O 1.3875 2.3851 -0.0055
H 1.7417 -1.9146 -0.6140
H 0.7201 -1.7510 0.8474
H -0.3722 -1.1220 -1.8662
H -1.0828 -1.5363 -0.3394
H -0.9404 0.5988 1.5914
H -1.3141 2.1409 0.6992
H -2.4117 0.8475 0.3060
H -0.5456 1.0964 -1.4668
H 3.6657 1.5490 0.1984



43
Properties=species:S:1:pos:R:3 method="wB97M-V/def2-TZVPD" gap_ev=9.18 de_lowest_kcal_mol=27.79 homo_energy_ev=-8.6458 lumo_ev=0.53 max_force_ev_per_a=0.94 smiles="CCOc1ccccc1N(CC(=O)O)S(=O)(=O)c1ccc(C)cc1"
C 1.2369 1.1223 4.5546
C -0.0284 1.3112 3.7250
O 0.0490 0.6305 2.4853
C -0.1585 -0.7029 2.4147
C -0.5273 -1.5484 3.4536
C -0.6989 -2.9022 3.2166
C -0.5090 -3.4335 1.9546
C -0.1529 -2.5989 0.9078
C 0.0242 -1.2475 1.1339
N 0.3694 -0.3773 0.0685
C 1.7652 -0.2633 -0.2990
C 2.6768 0.2486 0.8370
O 3.5683 -0.4285 1.2728
O 2.4348 1.4688 1.2748
S -0.5704 0.9826 -0.1672
O -1.8377 0.7960 0.4608
O 0.1866 2.1891 0.1034
C -0.7787 0.8763 -1.9392
C -0.1901 1.7978 -2.7822
C -0.3490 1.6637 -4.1514
C -1.0916 0.6139 -4.6799
C -1.2831 0.4778 -6.1581
C -1.6781 -0.3024 -3.8093
C -1.5230 -0.1750 -2.4420
H 2.1018 1.4186 3.9664
H 1.1851 1.7371 5.4490
H 1.3620 0.0819 4.8456
H -0.1395 2.3609 3.4412
H -0.9237 1.0028 4.2770
H -0.6785 -1.1642 4.4498
H -0.9819 -3.5465 4.0355
H -0.6401 -4.4903 1.7822
H -0.0028 -2.9886 -0.0875
H 2.1347 -1.2462 -0.6077
H 1.8217 0.4279 -1.1450
H 1.6055 1.8657 0.8954
H 0.3760 2.6120 -2.3571
H 0.1083 2.3823 -4.8154
H -1.2430 -0.5667 -6.4583
H -0.5252 1.0337 -6.7035
H -2.2607 0.8684 -6.4407
H -2.2606 -1.1182 -4.2112
H -1.9736 -0.8693 -1.7509



33
Properties=species:S:1:pos:R:3 method="wB97M-V/def2-TZVPD" gap_ev=10.01 de_lowest_kcal_mol=139.37 homo_energy_ev=-9.5792 lumo_ev=0.43 max_force_ev_per_a=5.57 smiles="CC(C)C[C@H](NC(=O)[C@@H](N)CO)C(=O)O"
C -4.4820 0.0666 -1.2507
C -3.2340 0.3329 -0.4211
C -2.9028 1.8264 -0.3470
C -2.0728 -0.6274 -0.7506
C -0.6379 -0.1509 -0.2193
N 0.4249 -1.1255 -0.5894
C 1.7682 -1.0273 -0.6774
O 2.5215 -2.0164 -0.9205
C 2.2826 0.3804 -0.3008
N 1.7667 0.8239 0.9590
C 3.8051 0.3942 -0.4504
O 4.2535 1.7183 -0.1863
C -0.8527 -0.2237 1.3058
O -1.5820 0.5068 1.9841
O -0.6542 -1.4818 1.8889
H -4.5712 -1.1420 -1.6763
H -4.5220 0.9448 -2.2445
H -5.2940 0.4006 -0.3701
H -3.6110 -0.0320 0.5036
H -2.0397 1.9815 0.4379
H -2.7672 2.2200 -1.4660
H -3.8123 2.3263 -0.2083
H -1.9943 -0.5804 -1.9061
H -2.3035 -1.7179 -0.5863
H -0.4205 0.7527 -0.6065
H 0.1477 -2.1051 -0.3907
H 1.8965 1.0783 -1.2290
H 2.1350 1.7745 1.1274
H 2.4669 0.2802 1.7210
H 4.0433 0.0722 -1.4217
H 4.1276 -0.3912 0.3253
H 4.0945 2.3190 -0.8701
H -1.2695 -1.7117 2.8126



12
Properties=species:S:1:pos:R:3 method="wB97M-V/def2-TZVPD" gap_ev="7.81 / 9.71" de_lowest_kcal_mol=57.19 homo_energy_ev="-6.8246 / -10.1785" lumo_ev="0.99 / -0.46" max_force_ev_per_a=4.52 multiplicity=3
C -2.0266 1.3123 -0.1492
C -1.4610 0.3372 0.2203
C -0.5469 -0.7378 0.3846
C 0.6990 -0.6050 -0.4341
C 1.7891 1.5533 -0.0432
O 1.3743 0.3850 0.3878
H -2.2746 2.2343 -0.3542
H -0.3745 -0.9666 1.4505
H -1.0031 -1.6610 0.0162
H 1.4038 -1.4388 -0.3886
H 0.4767 -0.2754 -1.5368
H 2.3323 2.0198 0.7348